DFT (the ωB97M-V functional and the def2-TZVPD basis) results for a 16-piece molecular cluster, C60H166N14O16 overall.

Last column: Löwdin charge in e.
Element x y z (Å)
C1 6.399 1.665 3.532  -0.0388
C2 5.414 0.441 3.532  -0.4566
C3 4.057 0.806 2.923  -0.1884
O1 3.444 1.879 3.616  -0.2247
C4 2.685 1.625 4.863  -0.0262
N1 6.111 -0.618 2.922  0.0496
H1 7.346 1.344 3.965  0.0783
H2 6.068 2.407 4.259  0.0650
H3 6.427 2.177 2.570  0.0666
H4 5.461 0.148 4.581  0.1352
H5 3.365 -0.028 3.035  0.1115
H6 4.142 1.082 1.871  0.1257
H7 3.079 0.782 5.431  0.0870
H8 1.644 1.431 4.604  0.0640
H9 2.567 2.497 5.505  0.0713
H10 5.526 -1.440 2.966  0.0614
H11 5.987 -0.236 1.995  0.0585
C5 -6.719 4.755 -3.745  -0.0759
C6 -5.562 3.985 -4.298  -0.4588
C7 -5.659 2.502 -3.948  -0.1781
O2 -5.863 2.385 -2.548  -0.1592
C8 -5.999 1.069 -2.109  -0.1224
N2 -5.396 4.250 -5.727  0.0442
H12 -6.803 4.718 -2.659  0.0778
H13 -7.655 4.380 -4.159  0.0826
H14 -6.644 5.805 -4.028  0.0784
H15 -4.680 4.345 -3.769  0.1356
H16 -4.663 2.130 -4.188  0.1114
H17 -6.495 2.081 -4.508  0.1350
H18 -5.630 0.898 -1.098  0.0925
H19 -5.472 0.235 -2.572  0.0436
H20 -6.993 0.669 -2.306  0.0862
H21 -6.267 3.962 -6.150  0.0658
H22 -5.317 5.195 -6.074  0.0774
C9 -3.644 -5.883 0.492  -0.0581
C10 -5.010 -6.626 0.291  -0.4083
C11 -5.049 -7.754 -0.761  -0.1936
O3 -6.386 -8.236 -0.957  -0.1720
C12 -6.467 -9.014 -2.118  -0.1351
N3 -5.446 -7.152 1.599  0.0432
H23 -2.743 -6.470 0.673  0.0638
H24 -3.571 -4.983 1.104  0.0720
H25 -3.429 -5.535 -0.518  0.0408
H26 -5.582 -5.796 -0.122  0.1075
H27 -4.446 -8.609 -0.455  0.1314
H28 -4.646 -7.197 -1.607  0.1160
H29 -5.963 -8.544 -2.963  0.0828
H30 -7.472 -9.076 -2.537  0.0832
H31 -6.182 -10.062 -2.019  0.0880
H32 -6.384 -7.470 1.402  0.0599
H33 -4.918 -8.001 1.740  0.0672
C13 -4.177 -0.674 2.787  -0.0649
C14 -5.639 -1.107 2.701  -0.4532
C15 -5.831 -2.472 3.455  -0.1112
O4 -7.083 -3.177 3.065  -0.1897
C16 -7.358 -3.355 1.696  -0.1257
N4 -6.410 -0.092 3.358  0.0284
H34 -3.816 -0.748 3.812  0.0782
H35 -4.116 0.346 2.407  0.0563
H36 -3.566 -1.425 2.286  0.0715
H37 -5.982 -1.112 1.667  0.1146
H38 -5.684 -2.353 4.528  0.1285
H39 -4.968 -3.079 3.183  0.1039
H40 -7.592 -2.406 1.213  0.0574
H41 -8.152 -4.069 1.473  0.0924
H42 -6.432 -3.669 1.214  0.0784
H43 -6.332 0.778 2.852  0.0690
H44 -7.382 -0.305 3.535  0.0786
C17 -0.154 3.906 -1.426  -0.0251
C18 0.062 3.665 0.083  -0.4368
C19 -1.138 3.107 0.703  -0.2172
O5 -1.116 3.071 2.135  -0.1794
C20 -2.290 2.505 2.697  -0.1062
N5 1.329 3.008 0.343  0.0806
H45 -0.287 2.933 -1.898  0.0725
H46 0.738 4.336 -1.880  0.0586
H47 -1.045 4.473 -1.696  0.0857
H48 0.147 4.637 0.570  0.1374
H49 -1.418 2.131 0.304  0.1155
H50 -1.985 3.712 0.381  0.1312
H51 -2.533 1.490 2.381  0.0497
H52 -3.169 3.149 2.678  0.0918
H53 -2.059 2.449 3.761  0.0878
H54 1.612 3.122 1.305  0.0739
H55 2.074 3.431 -0.192  0.0632
C21 0.240 2.729 -6.390  -0.0586
C22 -1.290 2.708 -6.409  -0.3958
C23 -1.768 1.548 -5.545  -0.2256
O6 -1.820 1.606 -4.102  -0.2082
C24 -2.279 0.383 -3.516  -0.0991
N6 -1.796 3.863 -5.667  0.0483
H56 0.650 3.659 -6.783  0.0740
H57 0.652 1.987 -7.074  0.0724
H58 0.709 2.640 -5.410  0.0717
H59 -1.689 2.591 -7.416  0.1386
H60 -1.166 0.666 -5.762  0.1032
H61 -2.762 1.300 -5.918  0.1114
H62 -1.593 -0.462 -3.578  0.0869
H63 -3.246 0.140 -3.954  0.0548
H64 -2.531 0.560 -2.470  0.0767
H65 -2.772 3.791 -5.420  0.0363
H66 -1.364 3.789 -4.757  0.0547
C25 3.870 5.453 7.641  -0.0951
C26 3.563 6.468 6.594  -0.3972
C27 2.068 6.332 6.069  -0.1823
O7 1.960 5.087 5.370  -0.1811
C28 0.663 5.068 4.827  -0.1305
N7 3.843 7.763 7.246  0.0158
H67 4.813 5.741 8.106  0.0711
H68 4.081 4.468 7.226  0.0726
H69 3.209 5.327 8.498  0.0870
H70 4.293 6.382 5.789  0.1328
H71 1.781 7.260 5.574  0.1162
H72 1.291 6.341 6.835  0.1163
H73 0.526 4.265 4.102  0.0735
H74 0.377 5.877 4.154  0.0881
H75 -0.093 5.025 5.611  0.0920
H76 4.745 7.751 7.701  0.0605
H77 3.224 7.808 8.043  0.0633
C29 8.465 3.643 -1.961  -0.0505
C30 7.687 3.646 -0.582  -0.3377
C31 7.577 5.004 0.125  -0.2168
O8 8.695 5.833 -0.156  -0.1860
C32 8.401 7.219 -0.309  -0.0997
N8 6.278 3.072 -0.723  0.0469
H78 8.641 2.647 -2.367  0.0661
H79 9.431 4.110 -1.770  0.0657
H80 7.957 4.158 -2.777  0.0436
H81 8.330 3.117 0.122  0.1190
H82 7.627 4.929 1.211  0.1137
H83 6.589 5.440 -0.028  0.0929
H84 8.395 7.633 -1.317  0.0814
H85 9.130 7.792 0.265  0.0798
H86 7.466 7.461 0.198  0.0734
H87 5.951 3.613 -1.510  -0.0163
H88 5.568 3.393 -0.080  0.0096
C33 1.020 -4.052 8.582  -0.0600
C34 -0.035 -3.322 7.719  -0.4823
C35 0.514 -2.359 6.763  -0.2303
O9 -0.604 -1.996 5.982  -0.1912
C36 -0.478 -0.793 5.160  -0.0602
N9 -0.811 -4.430 7.250  0.0613
H89 1.713 -3.300 8.960  0.0698
H90 1.611 -4.725 7.961  0.0663
H91 0.703 -4.602 9.468  0.0789
H92 -0.576 -2.685 8.419  0.1436
H93 1.341 -2.717 6.150  0.1278
H94 0.860 -1.524 7.372  0.1304
H95 0.343 -0.782 4.442  0.0708
H96 -0.357 0.120 5.744  0.0803
H97 -1.433 -0.725 4.640  0.0705
H98 -0.212 -4.825 6.539  0.0505
H99 -1.459 -3.904 6.683  0.0654
C37 5.621 -3.401 0.623  -0.0170
C38 4.593 -2.207 0.466  -0.3891
C39 4.003 -2.111 -0.923  -0.1699
O10 3.708 -3.485 -1.393  -0.2068
C40 2.886 -3.557 -2.569  -0.0917
N10 3.455 -2.330 1.434  0.0499
H100 5.061 -4.329 0.748  0.0635
H101 6.264 -3.328 1.500  0.0668
H102 6.168 -3.515 -0.313  0.0772
H103 4.906 -1.216 0.795  0.0933
H104 4.729 -1.574 -1.535  0.1185
H105 3.092 -1.513 -0.938  0.1019
H106 3.452 -3.365 -3.481  0.0881
H107 2.024 -2.898 -2.461  0.0715
H108 2.384 -4.522 -2.494  0.0744
H109 3.127 -3.240 1.142  0.0389
H110 2.740 -1.645 1.233  0.0206
C41 -4.519 -3.389 -2.086  -0.0595
C42 -5.312 -3.297 -3.360  -0.4285
C43 -6.881 -3.340 -3.151  -0.1127
O11 -7.145 -2.153 -2.265  -0.2320
C44 -8.455 -2.199 -1.621  -0.0923
N11 -4.969 -2.038 -3.983  0.0510
H111 -4.614 -2.584 -1.357  0.0827
H112 -3.460 -3.481 -2.328  0.0790
H113 -4.874 -4.285 -1.578  0.0508
H114 -5.000 -4.084 -4.046  0.1273
H115 -7.288 -4.323 -2.916  0.1152
H116 -7.464 -3.040 -4.022  0.1104
H117 -8.536 -1.368 -0.921  0.0804
H118 -8.666 -3.088 -1.027  0.0709
H119 -9.245 -2.184 -2.373  0.0821
H120 -5.650 -1.982 -4.727  0.0786
H121 -5.221 -1.356 -3.282  0.0238
C45 3.337 5.325 -3.261  -0.0759
C46 4.421 4.337 -3.012  -0.4037
C47 4.582 3.274 -4.177  -0.1407
O12 3.386 2.501 -4.243  -0.1937
C48 3.168 1.717 -3.081  -0.0993
N12 5.651 5.161 -2.792  0.0270
H122 2.474 4.670 -3.384  0.0616
H123 3.434 5.954 -4.145  0.0888
H124 3.213 6.019 -2.430  0.0825
H125 4.239 3.920 -2.021  0.1058
H126 5.411 2.636 -3.871  0.1155
H127 4.828 3.661 -5.165  0.1292
H128 3.959 1.157 -2.584  0.0902
H129 2.433 0.958 -3.352  0.0889
H130 2.723 2.381 -2.340  0.0612
H131 5.417 5.951 -2.207  0.0706
H132 6.026 5.600 -3.620  0.0820
C49 -1.683 -0.739 -8.610  -0.0666
C50 -1.658 -2.224 -8.277  -0.3832
C51 -1.588 -2.584 -6.749  -0.1880
O13 -1.529 -3.972 -6.589  -0.1843
C52 -1.641 -4.435 -5.306  -0.1261
N13 -2.863 -2.843 -8.919  0.0139
H133 -0.650 -0.394 -8.644  0.0766
H134 -2.255 -0.241 -7.828  0.0626
H135 -2.028 -0.470 -9.608  0.0772
H136 -0.882 -2.667 -8.901  0.1246
H137 -2.475 -2.200 -6.245  0.1162
H138 -0.773 -2.108 -6.204  0.1177
H139 -0.887 -3.873 -4.755  0.0785
H140 -1.255 -5.451 -5.230  0.0961
H141 -2.597 -4.240 -4.821  0.0756
H142 -3.011 -3.841 -8.894  0.0592
H143 -2.848 -2.590 -9.897  0.0540
C53 0.872 -6.245 0.017  -0.0510
C54 1.915 -6.279 1.163  -0.4188
C55 1.262 -6.289 2.541  -0.2047
O14 2.375 -6.113 3.438  -0.2235
C56 2.213 -5.675 4.843  -0.0416
N14 2.801 -7.438 1.129  0.0394
H144 1.407 -6.499 -0.898  0.0669
H145 0.242 -5.360 -0.074  0.0671
H146 0.131 -7.045 0.039  0.0627
H147 2.621 -5.448 1.138  0.1180
H148 0.612 -7.127 2.790  0.1231
H149 0.527 -5.486 2.601  0.1117
H150 3.037 -4.969 4.950  0.0863
H151 2.321 -6.515 5.529  0.0834
H152 1.273 -5.142 4.986  0.0574
H153 3.343 -7.231 1.956  0.0572
H154 2.304 -8.283 1.369  0.0694
C57 -0.777 -0.817 -0.071  -0.0692
C58 0.148 -0.564 1.043  -0.3729
O15 1.389 -0.129 0.622  -0.0977
H155 -1.707 -0.994 0.469  0.0734
H156 -0.352 -1.643 -0.640  0.0827
H157 -0.760 0.063 -0.714  0.0642
H158 0.410 -1.427 1.656  0.1140
H159 -0.265 0.161 1.744  0.1030
H160 1.374 0.802 0.387  0.0448
C59 4.105 6.155 2.118  -0.0661
C60 4.695 4.784 2.450  -0.2824
O16 4.380 3.836 1.417  -0.1121
H161 3.927 6.955 2.837  0.0687
H162 3.038 6.015 1.946  0.0690
H163 4.619 6.614 1.273  0.0580
H164 4.189 4.576 3.392  0.0980
H165 5.759 4.634 2.629  0.0972
H166 4.049 3.072 1.895  0.0327

Atoms 1-2, force components in eV/Å:
-1.2 -0.1 0.9
1.4 2.4 2.3

* HOMO level: -8.482 eV
* LUMO energy: 0.011 hartree